1.
{"formula": "C9H13NO2", "method": "wB97M-V/def2-TZVPD", "elements": ["C", "C", "C", "C", "C", "O", "C", "C", "H", "H", "H", "H", "H", "H", "H", "H", "C", "C", "N", "O", "H", "H", "H", "H", "H"], "positions_angstrom": [[2.891977, -0.462120, 2.558763], [1.984540, 0.235558, 1.563981], [0.560265, 0.186904, 1.704566], [-0.142067, 0.847708, 0.701876], [0.491368, 1.656204, -0.248821], [-0.223850, 2.162792, -1.291928], [1.837622, 1.954654, -0.188739], [2.571757, 1.207221, 0.754308], [3.948773, -0.412822, 2.334886], [2.890324, -1.564766, 2.641649], [2.662827, -0.078229, 3.542312], [0.266433, -0.556388, 2.438692], [-1.214220, 0.701413, 0.729739], [-1.102666, 1.790051, -1.127239], [2.326240, 2.550745, -0.968248], [3.655564, 1.204742, 0.719653], [-1.293053, -2.777034, -1.176908], [-2.361293, -1.682129, -1.186709], [-2.725611, -1.088819, -2.361548], [-2.814955, -1.227563, -0.149348], [-0.670783, -2.792289, -2.055557], [-1.968531, -3.612612, -1.097501], [-0.667544, -2.632152, -0.321320], [-3.238811, -0.228295, -2.341966], [-2.451161, -1.513255, -3.233328]], "forces_ev_per_a": [[0.001, -1.193, -0.056], [-0.136, 0.931, 1.184], [2.996, -0.345, -1.677], [-0.422, -0.477, 1.256], [0.221, 0.250, 0.159], [-0.820, -0.223, 0.280], [0.494, -1.135, 0.400], [-0.197, -0.589, -0.997], [0.331, 1.100, -0.094], [-1.161, 0.206, -0.227], [0.335, 0.090, 0.419], [-1.019, 0.400, -0.183], [-0.224, 0.209, -0.482], [-0.102, 0.400, -0.580], [-0.317, -0.094, 0.508], [-0.009, 0.387, 0.080], [-1.576, 0.913, -0.559], [0.624, 1.861, 0.571], [0.692, -1.126, -0.496], [0.070, -0.436, 0.169], [-0.042, -0.191, -0.467], [0.546, -1.119, 0.129], [0.053, -0.094, 0.634], [-0.298, -0.117, 0.024], [-0.040, 0.391, 0.005]], "lowdin_charge": [-0.08, -0.28, -0.02, -0.03, -0.34, 0.04, -0.01, -0.05, 0.06, 0.08, 0.07, 0.12, 0.10, 0.09, 0.12, 0.10, 0.01, -0.58, 0.15, 0.01, 0.07, 0.08, 0.07, 0.10, 0.10], "smiles": "Cc1ccc(O)cc1.CC(N)=O", "molar_mass_g_mol": 167.208, "homo_energy_ha": -0.300, "orbital_gap_ev": 8.8, "multiplicity": 1, "max_force_ev_per_a": 3.45, "de_lowest_kcal_mol": 22.7, "total_energy_ha": -555.967519}

2.
{"formula": "C5H8NOS", "method": "wB97M-V/def2-TZVPD", "elements": ["C", "C", "C", "C", "C", "N", "O", "S", "H", "H", "H", "H", "H", "H", "H", "H"], "positions_angstrom": [[-0.823240, -1.824139, 0.072184], [-1.802849, -2.258419, 0.891821], [-1.127435, 0.016489, 1.336398], [1.597751, 2.259961, -0.889611], [0.681841, 0.151779, -0.300502], [-0.405794, -0.491415, 0.350224], [0.666995, 1.484804, -0.154466], [-2.304274, -0.948494, 1.934084], [-0.220189, -2.567361, -0.594399], [-2.383606, -3.242667, 0.737042], [-0.995564, 0.972041, 1.759893], [1.507545, 1.835548, -1.976439], [2.536226, 1.936681, -0.575647], [1.236436, 3.265198, -0.791796], [0.284813, -0.058458, -1.686009], [1.551345, -0.531546, -0.112778]], "forces_ev_per_a": [[1.931, -1.210, -0.486], [-1.412, -0.636, -0.754], [0.568, 0.198, -0.705], [-1.733, -2.315, -2.929], [-0.362, -1.252, -5.976], [-2.064, -1.593, 1.442], [-0.932, -0.510, 2.144], [-0.710, -1.634, 0.105], [-1.204, 2.066, 0.930], [1.173, 1.840, 0.690], [0.437, 1.086, 0.009], [0.130, 1.294, 1.409], [2.006, 0.592, 0.678], [0.597, 0.462, -0.004], [1.581, 0.265, 3.627], [-0.007, 1.346, -0.181]], "lowdin_charge": [-0.12, -0.31, -0.36, -0.02, -0.24, -0.12, -0.16, 1.17, 0.19, 0.14, 0.11, 0.13, 0.08, 0.10, 0.24, 0.16], "charge": 1, "molar_mass_g_mol": 130.192, "homo_energy_ha": -0.515, "orbital_gap_ev": 9.8, "multiplicity": 1, "max_force_ev_per_a": 6.12, "de_lowest_kcal_mol": 62.1, "total_energy_ha": -723.156428}